[1]
Computed, not measured: 2 unconnected molecules or ions with the total composition C4ClF4I, with ωB97M-V/def2-TZVPD.

Its SMILES is FC(F)=C(F)F.ClC#CI. The energy relative to the best compared isomer or geometry (same formula, charge and spin) is 1.7587 eV. The calculated total energy comes out at -1309.61868 Eh. The total charge is 0. The value obtained for the HOMO-LUMO gap is 9.534 eV.

Last column: Löwdin charge in e.
Atoms and positions in Å:
C 1.34505 -1.40726 0.18378  -0.743
C 2.37962 -0.86017 -0.12596  -0.729
C -1.72070 1.04153 -0.13898  -0.270
C -2.80036 0.64284 0.51384  -0.252
F -1.57252 0.89761 -1.48515  0.117
F -0.90364 1.93220 0.43226  0.133
F -3.71747 -0.24328 0.00890  0.101
F -3.12256 0.90051 1.78136  0.143
Cl -0.01585 -2.22520 0.67392  0.684
I 4.27592 -0.06960 -0.31492  0.816

[2]
Computed, not measured: a molecular structure, C4ClN2O18Zr2, with ωB97M-V/def2-TZVPD.

The calculated total energy comes out at -2170.57235 Eh. The total charge is -3. The value obtained for the HOMO-LUMO gap is 3.874 eV.

Last column: Löwdin charge in e.
Atoms and positions in Å:
Zr -0.01989 1.28011 -2.78376  1.846
Zr -0.01964 0.17712 1.50461  2.062
C -1.73131 2.20781 -0.28965  -0.819
O -1.04122 1.92419 0.81719  -0.216
O -1.35196 1.41663 -1.26020  -0.263
O -2.31531 3.26657 -0.39845  0.040
C -0.36895 -1.70735 -4.12737  -0.907
O -1.45585 -2.29665 -3.90466  -0.067
O 0.31033 -2.03409 -5.15307  -0.134
O 0.00605 -0.73558 -3.27533  -0.260
C 0.92665 -2.87888 2.22009  -0.900
O 1.04931 -1.55527 1.93987  -0.269
O 1.94655 -3.55454 2.51489  -0.118
O -0.23970 -3.35727 2.26140  -0.112
C 1.84421 0.56120 -0.59808  -0.562
O 0.71901 -0.00226 -0.56660  -0.227
O 1.73526 1.16063 0.57546  -0.154
O 1.87338 1.17481 -1.80227  -0.294
Cl 0.63757 3.78722 -2.17547  -0.179
N -2.56675 -1.19548 -0.13138  -0.566
O -1.39064 -1.27034 0.38176  -0.173
O -3.42904 -0.48974 0.40507  -0.036
O -2.77330 -1.82170 -1.14743  0.053
N 1.90901 1.45886 3.83323  -0.536
O 1.83979 2.64230 4.18535  -0.014
O 0.88024 0.85282 3.34579  -0.225
O 3.02619 0.98889 3.62900  0.031

[3]
Computed, not measured: a molecular structure, C4F12KN2O8S4, with ωB97M-V/def2-TZVPD.

The energy relative to the best compared isomer or geometry (same formula, charge and spin) is 0.1149 eV. The calculated total energy comes out at -4255.07307 Eh. The total charge is -1. The value obtained for the HOMO-LUMO gap is 9.393 eV.

Last column: Löwdin charge in e.
Atoms and positions in Å:
K -1.24187 0.31552 -1.35062  0.848
C 2.43912 -0.85808 -4.02846  -0.671
F 2.21463 -2.03244 -3.44159  0.123
F 3.72712 -0.78062 -4.29824  0.153
F 1.72270 -0.82351 -5.14904  0.130
S 1.93396 0.59441 -2.92447  0.586
O 3.10864 1.38877 -2.76104  -0.270
O 0.89340 1.28788 -3.62663  -0.312
N 1.37687 -0.14959 -1.58177  -0.404
S 2.57852 -0.45495 -0.59339  0.558
O 3.73574 -0.93906 -1.28323  -0.278
O 2.79054 0.46867 0.47458  -0.255
C 1.91831 -1.93739 0.26988  -0.677
F 2.81863 -2.38672 1.13621  0.149
F 0.81080 -1.60703 0.94756  0.116
F 1.62272 -2.93008 -0.57348  0.132
C -0.49355 2.48933 2.04218  -0.669
F -0.41843 2.22228 3.34412  0.141
F -0.10788 3.75359 1.85883  0.141
F 0.29148 1.64333 1.38086  0.122
S -2.25043 2.31053 1.46615  0.576
O -3.03100 2.78242 2.55556  -0.262
O -2.31592 3.07531 0.25064  -0.305
N -2.33289 0.70865 1.08570  -0.393
S -3.01141 -0.02631 2.35281  0.569
O -2.21314 -0.05149 3.54321  -0.273
O -4.39243 0.27976 2.56470  -0.283
C -3.04099 -1.77022 1.70712  -0.680
F -1.83381 -2.08762 1.21970  0.108
F -3.37377 -2.58025 2.69700  0.155
F -3.92566 -1.90508 0.71518  0.126

[4]
Computed, not measured: a molecular structure, C4F12Li2N2O8S4, with ωB97M-V/def2-TZVPD.

The energy relative to the best compared isomer or geometry (same formula, charge and spin) is 7.6055 eV. The calculated total energy comes out at -3669.86510 Eh. The total charge is 0. The value obtained for the HOMO-LUMO gap is 6.270 eV.

Last column: Löwdin charge in e.
Atoms and positions in Å:
Li 13.51631 -1.83133 5.25571  0.903
Li 16.85931 -2.89963 7.86323  0.940
C 13.32367 0.06957 10.57140  -0.624
F 13.04703 -1.20442 10.30001  0.121
F 12.46423 0.57804 11.47289  0.137
F 14.50929 0.15215 11.15399  0.134
S 13.27087 1.10610 8.87079  0.704
O 12.23984 0.52092 8.00596  -0.375
O 13.01080 2.52697 9.20267  -0.304
N 14.74080 0.55700 8.05578  -0.340
S 15.67572 1.79741 8.34279  0.530
O 15.56700 2.31393 9.70837  -0.321
O 17.03987 1.44297 7.98969  -0.343
C 15.10001 3.16232 7.00056  -0.592
F 14.58029 2.52029 5.90995  0.084
F 14.19165 3.94328 7.53322  0.141
F 16.14223 3.92634 6.60691  0.124
C 17.18366 -3.18288 1.71889  -0.618
F 16.00913 -3.29942 1.14116  0.151
F 18.12711 -3.55889 0.84770  0.146
F 17.30786 -1.94128 2.25153  0.115
S 17.38889 -4.42171 3.21441  0.691
O 18.05451 -5.67980 2.88731  -0.287
O 18.13999 -3.70982 4.26461  -0.385
N 15.77999 -4.46919 3.91850  -0.338
S 15.28151 -5.81643 3.29657  0.495
O 15.24439 -5.80032 1.85583  -0.299
O 15.86999 -6.97043 3.88861  -0.277
C 13.42126 -5.54222 3.84266  -0.611
F 13.35858 -5.45362 5.18461  0.092
F 12.97649 -4.40870 3.27093  0.091
F 12.66303 -6.57228 3.38361  0.117

[5]
Computed, not measured: 2 unconnected molecules or ions with the total composition C4H10, with ωB97M-V/def2-TZVPD.

Its SMILES is C=CC.C. The energy relative to the best compared isomer or geometry (same formula, charge and spin) is 1.8480 eV. The calculated total energy comes out at -158.33497 Eh. The total charge is 0. The value obtained for the HOMO-LUMO gap is 10.730 eV.

Last column: Löwdin charge in e.
Atoms and positions in Å:
C -1.29134 -2.39183 4.95734  -0.087
H -0.22441 -2.60145 4.85273  -0.009
H -1.96657 -3.21714 4.37090  0.073
H -1.40000 -1.35399 4.69522  -0.011
H -1.40428 -2.60458 6.09059  0.034
C 1.17324 1.55401 -3.79421  -0.113
C 0.88172 1.57456 -2.29117  -0.214
C -0.16872 0.96307 -1.74506  -0.021
H 1.36744 2.51724 -4.14664  0.040
H 2.14349 1.06735 -3.86361  0.064
H 0.57739 0.93261 -4.46246  0.074
H 1.50854 2.29006 -1.76132  0.094
H -0.27085 0.97253 -0.72185  0.010
H -0.92563 0.29759 -2.18046  0.066

[6]
Computed, not measured: 2 unconnected molecules or ions with the total composition C4H10, with ωB97M-V/def2-TZVPD.

Its SMILES is C=CC.C. The energy relative to the best compared isomer or geometry (same formula, charge and spin) is 1.2708 eV. The calculated total energy comes out at -158.35618 Eh. The total charge is 0. The value obtained for the HOMO-LUMO gap is 10.820 eV.

Last column: Löwdin charge in e.
Atoms and positions in Å:
C -1.17552 -1.52452 -0.92133  -0.069
C 0.72917 0.58802 0.97354  -0.278
C -0.25345 1.49843 0.31936  -0.128
C 1.85827 0.13199 0.43931  -0.033
H -1.13016 -2.29440 -1.71356  0.011
H -1.88407 -1.95359 -0.19130  0.016
H -1.77499 -0.73075 -1.41283  0.017
H 0.53722 0.39023 2.02472  0.095
H -0.19960 2.48334 0.79916  0.076
H -1.27813 1.14058 0.46430  0.068
H -0.05829 1.60578 -0.75046  0.076
H 2.56684 -0.47840 0.99410  0.054
H 2.09738 0.33230 -0.60226  0.061
H -0.12969 -1.24234 -0.47787  0.034

[7]
Computed, not measured: 3 unconnected molecules or ions with the total composition C4H10, with ωB97M-V/def2-TZVPD.

The energy relative to the best compared isomer or geometry (same formula, charge and spin) is 4.7070 eV. The calculated total energy comes out at -158.22990 Eh. The total charge is 0. The value obtained for the HOMO-LUMO gap is 9.017 eV.

Last column: Löwdin charge in e.
Atoms and positions in Å:
C 0.56542 -0.31818 0.25483  -0.391
C -0.56543 0.31825 -0.25481  -0.391
C 1.95522 0.20294 0.06547  -0.125
C -1.95520 -0.20297 -0.06552  -0.125
H 0.40693 -0.97095 1.10669  0.108
H 0.25293 -1.20406 -1.00867  0.182
H -0.40694 0.97111 -1.10660  0.108
H -0.25304 1.20405 1.00877  0.182
H 2.62780 -0.62903 -0.14765  0.074
H 2.01205 0.91401 -0.75722  0.077
H -2.62788 0.62891 0.14759  0.074
H -2.28691 -0.69586 -0.98041  0.075
H 2.28708 0.69582 0.98034  0.075
H -2.01202 -0.91402 0.75719  0.077

[8]
Computed, not measured: a single C4H10BN molecule, with ωB97M-V/def2-TZVPD.

Its SMILES is CCC/B=N\C. The energy relative to the best compared isomer or geometry (same formula, charge and spin) is 1.0826 eV. The calculated total energy comes out at -237.99020 Eh. The total charge is 0. The value obtained for the HOMO-LUMO gap is 10.175 eV.

Last column: Löwdin charge in e.
Atoms and positions in Å:
B -0.81623 0.61232 0.02985  -0.230
C 0.61843 1.17312 0.31983  -0.133
C 1.78941 0.45913 -0.44213  -0.275
C -3.10509 -0.54712 -0.19273  -0.152
C 2.00423 -0.84458 0.28668  -0.130
N -1.89350 0.11106 -0.18143  0.055
H 0.57019 2.23484 -0.04084  0.101
H 0.81013 1.17344 1.42262  0.105
H 2.63798 1.07906 -0.49227  0.086
H 1.56779 0.21604 -1.42612  0.079
H -3.78315 -0.39462 0.65693  0.085
H -3.44265 -0.04166 -1.12907  0.100
H -3.00798 -1.60218 -0.25558  0.065
H 1.91729 -0.68079 1.32778  0.042
H 2.99392 -1.34439 0.10096  0.083
H 1.13923 -1.60367 0.01553  0.119

[9]
Computed, not measured: 2 unconnected molecules or ions with the total composition C4H10BNO, with ωB97M-V/def2-TZVPD.

Its multiplicity is 3. The expectation value of S² is 2.01. The energy relative to the best compared isomer or geometry (same formula, charge and spin) is 2.9815 eV. The calculated total energy comes out at -313.03457 Eh. The total charge is 0. The value obtained for the HOMO-LUMO gap (alpha / beta) is 5.652 / 6.200 eV.

Last column: Löwdin spin population.
Atoms and positions in Å:
B -0.63588 -0.75577 1.23826  0.161
C -0.86557 1.23956 -0.02021  0.065
C 0.07169 0.39840 0.55702  0.041
C -0.36695 2.42449 -0.88241  0.010
C 1.45742 0.52047 0.04170  0.006
N -0.22189 -3.26758 0.05084  1.165
O -1.28104 -1.30050 2.05798  0.147
H -1.91906 1.11320 0.18648  0.003
H -1.15809 2.98074 -1.25529  0.000
H 0.08471 1.94366 -1.80677  0.003
H 0.49437 2.96181 -0.45665  0.002
H 1.85394 -0.45625 -0.05293  0.008
H 1.25658 1.03751 -0.91803  0.000
H 2.02978 1.23363 0.70842  -0.001
H -0.95703 -3.68855 0.48719  0.070
H -0.27925 -2.19510 0.30278  0.118
H 0.43626 -4.18972 -0.23841  0.202

[10]
Computed, not measured: a molecular structure, C4H10BrNO6PS2, with ωB97M-V/def2-TZVPD.

The energy relative to the best compared isomer or geometry (same formula, charge and spin) is 0.0000 eV. The calculated total energy comes out at -4376.41132 Eh. The total charge is -1. The value obtained for the HOMO-LUMO gap is 8.369 eV.

Last column: Löwdin charge in e.
Atoms and positions in Å:
C -2.61252 0.04625 3.40608  -0.123
C -1.26292 -0.50820 2.96913  -0.219
C -0.54412 0.50852 2.08750  -0.230
O 0.09025 -0.13635 0.99643  -0.154
C 1.30612 0.47874 0.65473  -0.284
S 1.92320 -0.06918 -0.94079  0.475
O 2.52478 -1.34968 -0.71446  -0.322
O 2.87763 0.95412 -1.26951  -0.356
N 0.63920 0.04967 -1.87164  -0.340
S 0.24521 -1.08863 -2.90407  0.228
O -1.17574 -1.27593 -2.86758  -0.395
O 0.98799 -2.31437 -2.93716  -0.390
P 0.40937 -0.38266 -4.95585  0.440
O -0.11249 1.16104 -4.84965  -0.421
Br 2.63288 -0.23922 -5.31154  0.203
H -3.18007 -0.68065 3.97440  0.063
H -3.18333 0.39363 2.55703  0.068
H -2.45379 0.88830 4.07008  0.067
H -1.37248 -1.46029 2.47139  0.111
H -0.69922 -0.64682 3.88226  0.098
H -1.26866 1.22870 1.71464  0.120
H 0.20974 1.00020 2.69358  0.115
H 1.28823 1.56235 0.68462  0.106
H 2.07764 0.11909 1.33156  0.108
H 0.65311 1.76138 -4.87117  0.030

[11]
Computed, not measured: 2 unconnected molecules or ions with the total composition C4H10ClFSi, with ωB97M-V/def2-TZVPD.

Its multiplicity is 3. The expectation value of S² is 2.01. The calculated total energy comes out at -1007.83953 Eh. The total charge is 0. The value obtained for the HOMO-LUMO gap (alpha / beta) is 6.478 / 8.422 eV.

Last column: Löwdin spin population.
Atoms and positions in Å:
C -1.76896 1.31112 0.84548  0.000
C 3.33873 -0.21742 -0.24787  0.889
C -0.70259 0.28634 0.91078  0.000
C 3.78081 -0.81750 0.86283  0.877
F -0.76007 -0.36293 -2.03908  0.001
Si -0.60266 -0.88338 -0.52622  0.007
Cl -1.87612 -2.39515 -0.53462  0.002
H -1.45688 2.01491 0.04757  0.000
H -2.74180 0.93335 0.38890  0.000
H -2.05891 1.75633 1.80390  0.000
H 3.90657 -0.18791 -1.12461  0.055
H 0.73914 -1.33548 -0.48886  0.011
H 2.37269 0.34956 -0.09923  0.038
H -0.85182 -0.42761 1.82699  0.000
H 0.28151 0.56313 0.95575  -0.001
H 4.61481 -1.42735 0.74258  0.056
H 3.31020 -0.85566 1.75273  0.064

[12]
Computed, not measured: 2 unconnected molecules or ions with the total composition C4H10ClN3, with ωB97M-V/def2-TZVPD.

The energy relative to the best compared isomer or geometry (same formula, charge and spin) is 6.0289 eV. The calculated total energy comes out at -782.63980 Eh. The total charge is 0. The value obtained for the HOMO-LUMO gap (alpha / beta) is 7.289 / 7.288 eV.

Last column: Löwdin charge in e.
Atoms and positions in Å:
C 2.36016 -0.01510 0.26852  0.126
C 0.09200 -0.49012 -0.25350  -0.149
C -0.75828 1.47520 0.95150  -0.062
C -0.94759 0.48749 -0.24112  -0.796
N -1.09826 1.17370 -1.47286  0.060
N 0.93987 -2.55302 0.13991  -0.028
N -0.02950 -1.72409 -0.06807  -0.233
Cl -2.59313 -0.45916 0.18386  0.483
H 2.13799 1.05929 0.12551  -0.004
H 2.69119 -0.17084 1.35794  0.051
H -1.38377 2.34069 0.97060  0.076
H -0.97883 1.06783 1.84955  0.037
H 0.27606 1.72092 0.73291  0.060
H -1.35939 0.61303 -2.36310  0.148
H -1.64909 1.92093 -1.36966  0.017
H 2.73127 -0.69910 -0.50479  0.007
H 0.56865 -3.54870 -0.07225  0.059
H -0.99935 -2.19895 -0.23495  0.148

> What is the formula in the first record?

C4ClF4I